The following is a DFT calculation (ωB97M-V/def2-TZVPD) of C50H56AuN5OPSi as an isolated structure.

Computed properties:
**F_max**: 0.56 eV/Å
**Calculated total energy**: -83111.58453 eV
**HOMO (spin up / spin down)**: -9.3 / -10.8 eV
**Total charge**: +1
**LUMO (spin up / spin down)**: -2.4 / -3.7 eV
**Multiplicity**: 3
**<S²>**: 2.01
**Energy above the lowest of the compared OMol25 structures with the same formula, charge and spin**: 0.00 kJ/mol
**HOMO-LUMO gap (spin up / spin down)**: 6.903 / 7.115 eV

XYZ file:
```
115
Properties=species:S:1:pos:R:3:forces:R:3
Au -0.010 -0.382 0.026 0.206 -0.516 -0.083
C 7.186 0.793 -1.481 0.004 0.013 -0.018
C 6.366 1.242 -0.264 -0.035 -0.023 0.016
C 6.594 2.738 -0.042 -0.002 0.001 -0.017
C 6.837 0.476 0.984 0.005 0.010 -0.020
C 4.892 0.913 -0.480 0.080 0.057 0.026
C 4.502 -0.360 -0.883 0.000 -0.083 0.009
C 3.158 -0.664 -0.976 -0.049 0.009 0.111
N 2.195 0.218 -0.714 0.134 0.060 -0.162
C 2.545 1.469 -0.402 -0.161 0.022 -0.016
C 3.876 1.836 -0.259 0.045 0.052 0.015
C 1.423 2.459 -0.282 0.005 -0.144 -0.065
C 1.650 3.803 -0.046 0.079 0.042 0.012
C 0.596 4.713 -0.038 0.025 0.069 -0.016
C -0.664 4.207 -0.330 -0.039 0.024 0.034
C -0.818 2.847 -0.536 0.063 -0.123 0.102
N 0.188 1.980 -0.480 -0.018 0.048 0.035
C 0.860 6.191 0.229 -0.013 -0.024 -0.010
C 1.722 6.344 1.490 -0.012 -0.011 0.028
C 1.609 6.768 -0.982 0.011 0.021 0.009
C -0.442 6.970 0.432 0.005 0.010 -0.014
H 8.217 1.134 -1.373 -0.021 -0.029 0.003
H 6.784 1.212 -2.406 0.023 0.003 0.027
H 7.211 -0.294 -1.580 -0.026 0.035 -0.005
H 7.661 2.926 0.080 -0.027 -0.002 0.000
H 6.096 3.098 0.863 0.014 -0.008 -0.027
H 6.246 3.330 -0.893 0.015 -0.016 0.034
H 7.902 0.655 1.152 -0.036 -0.003 -0.006
H 6.686 -0.599 0.868 0.009 0.028 0.009
H 6.291 0.804 1.872 0.009 -0.019 -0.019
H 5.229 -1.132 -1.098 -0.026 0.023 0.002
H 2.834 -1.660 -1.248 -0.005 -0.009 0.018
H 4.125 2.850 0.015 -0.004 -0.031 -0.017
H 2.657 4.155 0.125 -0.040 0.014 -0.016
H -1.532 4.848 -0.389 0.012 -0.016 0.004
H -1.794 2.429 -0.750 0.004 -0.018 0.007
H 2.712 5.900 1.370 -0.035 0.002 0.008
H 1.241 5.881 2.355 0.017 0.018 -0.025
H 1.866 7.404 1.706 0.003 -0.021 -0.005
H 2.573 6.275 -1.127 -0.031 0.016 0.003
H 1.793 7.835 -0.831 0.005 -0.033 -0.002
H 1.025 6.648 -1.896 0.014 0.008 0.020
H -1.058 6.529 1.219 0.028 0.023 -0.011
H -1.032 7.022 -0.485 0.004 -0.021 0.029
H -0.207 7.994 0.727 -0.009 -0.019 -0.027
N -4.312 -3.797 -2.045 0.013 0.029 -0.036
C -5.128 -2.774 -1.678 -0.011 0.002 0.029
O -6.316 -2.754 -1.919 0.030 -0.018 -0.001
C -4.476 -1.632 -0.946 -0.003 -0.080 -0.068
C -5.272 -0.810 -0.162 -0.086 0.007 0.046
C -4.683 0.242 0.514 0.001 0.040 0.015
C -3.318 0.439 0.375 0.029 -0.138 0.071
N -2.546 -0.329 -0.393 -0.188 0.026 -0.088
C -3.127 -1.339 -1.043 0.180 0.106 -0.046
H -4.737 -4.588 -2.498 -0.018 0.001 0.009
H -3.382 -3.900 -1.680 -0.017 0.005 0.022
H -6.333 -1.016 -0.100 0.006 0.013 -0.006
H -5.266 0.902 1.141 0.012 -0.008 0.004
H -2.813 1.230 0.914 0.023 0.018 0.040
H -2.473 -1.918 -1.686 -0.006 0.002 0.032
C 0.174 -3.483 -1.710 -0.014 0.015 -0.144
Si 0.185 -2.777 0.032 -0.138 0.229 0.215
C -1.203 -3.601 0.996 -0.081 0.130 0.097
C 1.792 -3.321 0.846 0.153 0.010 -0.039
C 2.571 -2.484 1.648 -0.028 -0.011 0.061
C 3.778 -2.915 2.187 -0.053 0.019 0.030
C 4.229 -4.203 1.937 -0.039 -0.026 -0.003
C 3.462 -5.062 1.159 -0.009 0.054 0.003
C 2.260 -4.623 0.620 0.032 0.057 0.019
H 0.030 -4.568 -1.669 0.021 0.038 -0.030
H 1.114 -3.290 -2.233 -0.049 0.005 0.016
H -0.628 -3.061 -2.323 0.040 -0.044 0.023
H -1.182 -4.682 0.820 -0.005 0.030 0.018
H -2.196 -3.222 0.739 0.016 -0.046 -0.033
H -1.057 -3.434 2.066 0.001 -0.025 -0.095
H 2.229 -1.472 1.851 0.018 -0.010 -0.043
H 4.366 -2.244 2.803 -0.009 -0.004 -0.018
H 5.172 -4.540 2.351 -0.028 0.006 -0.012
H 3.805 -6.071 0.966 -0.003 0.005 0.006
H 1.681 -5.308 0.009 0.036 0.023 0.007
N -0.417 0.196 2.167 -0.049 0.156 0.207
P -0.181 0.123 3.757 -0.141 0.067 0.123
C -1.662 0.768 4.582 -0.008 -0.043 0.017
C -2.362 1.805 3.963 0.084 -0.006 0.058
C -3.477 2.356 4.576 0.042 -0.005 -0.035
C -3.897 1.879 5.811 0.013 -0.004 -0.001
C -3.192 0.864 6.441 -0.015 0.001 0.025
C -2.078 0.306 5.830 0.034 0.011 -0.053
C 1.204 1.196 4.188 0.039 0.100 -0.215
C 1.416 1.607 5.501 0.001 0.006 -0.016
C 2.481 2.443 5.794 0.018 0.002 -0.011
C 3.335 2.868 4.781 -0.016 -0.006 0.020
C 3.123 2.460 3.471 -0.030 -0.017 0.022
C 2.054 1.626 3.173 0.019 0.006 0.012
C 0.178 -1.467 4.529 -0.022 -0.125 -0.042
C -0.818 -2.448 4.546 0.051 0.048 -0.001
C -0.554 -3.702 5.067 0.012 0.029 0.001
C 0.707 -3.988 5.579 -0.003 -0.001 -0.030
C 1.701 -3.022 5.563 0.009 -0.014 -0.044
C 1.444 -1.766 5.031 -0.069 -0.021 0.010
H -2.006 2.186 3.014 -0.038 -0.009 -0.066
H -4.015 3.164 4.097 0.010 -0.024 -0.006
H -4.770 2.305 6.289 0.022 0.003 -0.012
H -3.509 0.504 7.411 0.005 -0.007 -0.021
H -1.535 -0.484 6.331 0.006 -0.046 -0.013
H 0.750 1.278 6.292 0.001 0.017 -0.002
H 2.647 2.769 6.812 -0.003 -0.008 -0.006
H 4.164 3.523 5.016 -0.015 -0.012 0.001
H 3.787 2.795 2.683 -0.019 -0.026 -0.003
H 1.868 1.310 2.154 0.019 0.000 0.010
H -1.804 -2.224 4.152 -0.003 -0.002 -0.003
H -1.329 -4.458 5.076 0.008 0.008 -0.002
H 0.915 -4.969 5.986 -0.012 0.019 0.007
H 2.683 -3.249 5.958 -0.016 0.013 -0.020
H 2.228 -1.020 5.011 0.009 -0.009 0.010
```
Forces are in eV/Å.

Atomic partial charges in e from the Mulliken method, atoms 1 to 2: atom 1 (Au): 1.26, atom 2 (C): -1.78